Model one:
ORCA calculation (ωB97M-V/def2-TZVPD) on the molecule C19H24N4O3.

```
50
Properties=species:S:1:pos:R:3:lowdin_charge:R:1
H -7.6272 -6.2937 7.5392 0.050
N -8.5150 -5.8260 7.6822 0.135
C -8.6586 -4.8560 6.8896 -0.482
N -9.7474 -4.0147 6.8162 0.123
C -9.5477 -3.0733 5.8290 0.008
C -8.3474 -3.3111 5.2950 -0.145
C -7.7154 -2.5998 4.1702 -0.409
O -8.3818 -1.7823 3.5468 0.063
N -6.4306 -2.8665 3.8468 -0.011
C -5.4246 -3.6205 4.6092 -0.098
C -4.1023 -3.0377 4.1116 -0.280
C -3.7164 -1.7840 4.8886 -0.052
C -4.4342 -2.7488 2.6371 -0.256
N -3.5173 -1.8809 1.9424 0.106
C -2.7368 -2.3027 0.9081 -0.471
O -2.7427 -3.4509 0.5064 0.062
C -1.8144 -1.2429 0.3303 -0.093
C -1.5455 -1.4434 -1.1646 -0.143
C -0.1869 -0.9358 -1.5730 -0.233
C 0.9512 -1.6896 -1.3004 -0.049
C 2.2041 -1.2126 -1.6492 -0.079
C 2.3353 0.0209 -2.2719 -0.059
C 1.2138 0.7918 -2.5534 -0.276
C 1.3481 2.1416 -3.2053 -0.055
C -0.0381 0.2959 -2.1987 -0.006
C -5.8547 -2.1866 2.6941 -0.077
O -7.7780 -4.4140 5.9329 0.075
H -10.5457 -4.1219 7.4134 0.157
H -10.2614 -2.3135 5.5689 0.140
H -5.5560 -3.4789 5.6794 0.123
H -5.4991 -4.6890 4.3956 0.130
H -3.3009 -3.7745 4.1829 0.146
H -4.5085 -1.0314 4.8500 0.087
H -3.5440 -2.0249 5.9379 0.082
H -2.8004 -1.3393 4.4975 0.075
H -4.4295 -3.6892 2.0868 0.153
H -3.4796 -0.9089 2.1987 0.136
H -0.8721 -1.3453 0.8777 0.129
H -2.1878 -0.2377 0.5384 0.117
H -2.3254 -0.9541 -1.7508 0.119
H -1.6129 -2.5134 -1.3652 0.114
H 0.8492 -2.6587 -0.8246 0.118
H 3.0846 -1.8086 -1.4443 0.102
H 3.3178 0.3848 -2.5492 0.108
H 0.4600 2.3907 -3.7860 0.075
H 1.4807 2.9236 -2.4543 0.082
H 2.2111 2.1755 -3.8700 0.075
H -0.9229 0.8830 -2.4255 0.118
H -5.8583 -1.1019 2.8461 0.128
H -6.4316 -2.3871 1.7920 0.136
```

Computed properties:
* highest occupied orbital energy: -0.306 hartree
* SMILES string: [H]/N=c1/[nH]cc(C(=O)N2C[C@H](C)[C@H](NC(=O)CCc3cccc(C)c3)C2)o1
* E_LUMO: 0.5492 eV



Model two:
ORCA calculation (ωB97M-V/def2-TZVPD) on the molecule C19H24N4O3.

```
50
Properties=species:S:1:pos:R:3:lowdin_charge:R:1
H 0.7502 0.9506 7.1481 0.051
N 1.5946 1.4995 7.2621 0.135
C 1.9164 2.0771 6.1886 -0.482
N 3.0045 2.9000 5.9952 0.123
C 3.0277 3.3476 4.6914 0.007
C 1.9761 2.8078 4.0710 -0.146
C 1.5548 3.0339 2.6768 -0.410
O 2.1176 3.9089 2.0297 0.062
N 0.5574 2.2883 2.1529 -0.010
C -0.0434 1.0504 2.6742 -0.095
C -0.5289 0.3403 1.4112 -0.280
C 0.5785 -0.4846 0.7666 -0.037
C -0.9588 1.5389 0.5437 -0.259
N -1.1308 1.2689 -0.8644 0.109
C -2.2032 0.5670 -1.3160 -0.486
O -3.0952 0.2053 -0.5691 0.065
C -2.2269 0.2919 -2.8091 -0.089
C -2.7804 -1.1062 -3.1137 -0.142
C -1.6763 -2.1309 -3.1440 -0.229
C -1.2819 -2.7703 -1.9731 -0.051
C -0.2188 -3.6628 -1.9886 -0.079
C 0.4562 -3.9244 -3.1702 -0.057
C 0.0772 -3.2987 -4.3553 -0.274
C 0.8181 -3.5713 -5.6367 -0.054
C -0.9891 -2.4075 -4.3222 -0.008
C 0.1351 2.5728 0.7880 -0.083
O 1.2688 2.0200 4.9788 0.076
H 3.6521 3.1138 6.7302 0.157
H 3.7704 4.0156 4.2957 0.140
H 0.6887 0.4605 3.2205 0.124
H -0.8699 1.2795 3.3503 0.130
H -1.3890 -0.2933 1.6258 0.141
H 1.4656 0.1226 0.5668 0.088
H 0.8794 -1.2974 1.4289 0.084
H 0.2501 -0.9271 -0.1746 0.063
H -1.9123 1.9071 0.9265 0.159
H -0.3561 1.4223 -1.4873 0.140
H -1.2392 0.4274 -3.2533 0.116
H -2.8835 1.0539 -3.2385 0.126
H -3.2817 -1.0901 -4.0828 0.114
H -3.5268 -1.3526 -2.3594 0.114
H -1.8182 -2.5713 -1.0517 0.115
H 0.0795 -4.1626 -1.0753 0.103
H 1.2805 -4.6282 -3.1779 0.110
H 0.2385 -3.2548 -6.5033 0.073
H 1.7687 -3.0343 -5.6577 0.082
H 1.0405 -4.6331 -5.7447 0.078
H -1.2992 -1.9195 -5.2415 0.119
H 0.9749 2.4480 0.0954 0.128
H -0.2125 3.6009 0.6916 0.136
```

Computed properties:
* highest occupied orbital energy: -0.305 hartree
* SMILES string: [H]/N=c1/[nH]cc(C(=O)N2C[C@H](C)[C@H](NC(=O)CCc3cccc(C)c3)C2)o1
* E_LUMO: 0.6179 eV



Result of the stability comparison: model two is the most stable of them.



Model one:
ORCA calculation (ωB97M-V/def2-TZVPD) on a cluster of 2 separate species, C9H16O in total.

```
26
Properties=species:S:1:pos:R:3:lowdin_charge:R:1
C -1.9496 1.1798 -0.4821 -0.060
C -1.2688 0.0433 0.2794 -0.564
C -1.0245 -1.1540 -0.6429 -0.035
C -2.1634 -0.3881 1.4565 -0.043
C 0.0346 0.5018 0.9505 -0.274
O 0.6763 -0.3051 1.6680 -0.049
H -2.9622 0.8869 -0.7604 0.086
H -1.4184 1.4163 -1.4018 0.063
H -2.0178 2.0778 0.1335 0.086
H -0.4676 -0.8443 -1.5259 0.074
H -1.9734 -1.5893 -0.9552 0.087
H -0.4427 -1.9155 -0.1253 0.090
H -1.7011 -1.2075 2.0033 0.087
H -2.3200 0.4411 2.1477 0.089
H -3.1341 -0.7212 1.0888 0.086
H -0.0014 1.5493 1.2817 0.132
C 1.0806 1.9968 -1.1018 0.142
C 1.4285 0.9184 -0.6692 -0.127
C 2.4536 -0.2613 -0.9466 -0.203
C 2.7773 -1.0973 0.2430 -0.125
H 0.7366 2.9663 -1.3421 0.052
H 3.3314 0.2379 -1.3560 0.106
H 1.9651 -0.8393 -1.7297 0.100
H 1.9242 -0.9016 1.0335 0.055
H 3.7184 -0.8259 0.7156 0.071
H 2.7183 -2.1652 0.0376 0.071
```

Computed properties:
* highest occupied orbital energy: -0.339 hartree
* SMILES string: CC(C)(C)C=O.C#CCC
* E_LUMO: 0.2180 eV



Model two:
ORCA calculation (ωB97M-V/def2-TZVPD) on the molecule C9H16O.

```
26
Properties=species:S:1:pos:R:3:lowdin_charge:R:1
C -0.1913 1.0303 -1.6834 0.051
C 0.2197 0.1190 -0.8162 -0.153
C 2.0326 -0.2421 -1.0469 -0.295
C 2.9977 0.9287 -0.9659 -0.033
O 2.4648 -1.3555 -1.2780 0.049
C -0.1522 -0.5128 0.4145 -0.460
C 0.2954 -1.9619 0.6197 -0.068
C 0.1326 0.3277 1.6545 -0.047
C -2.0089 -0.6290 0.2033 -0.132
C -2.8391 0.6247 0.3326 -0.136
H 0.4663 1.4585 -2.4327 0.063
H -1.1412 1.5461 -1.6317 0.048
H 2.5334 1.8010 -1.4416 0.066
H 3.1877 1.1661 0.0870 0.083
H 3.9358 0.7524 -1.5001 0.082
H 0.1114 -2.5719 -0.2678 0.095
H 1.3251 -2.0146 0.9841 0.082
H -0.2720 -2.4228 1.4354 0.080
H 1.2007 0.2838 1.8913 0.083
H -0.1475 1.3742 1.5192 0.082
H -0.4272 -0.0626 2.5105 0.090
H -2.2170 -1.1673 -0.7240 0.097
H -2.2469 -1.3108 1.0239 0.081
H -2.5029 1.2629 1.1539 0.068
H -3.8860 0.3759 0.5539 0.074
H -2.8711 1.2001 -0.5956 0.052
```

Computed properties:
* highest occupied orbital energy: -0.308 hartree
* SMILES string: C=C(C(C)=O)C(C)(C)CC
* E_LUMO: 0.8679 eV



Result of the stability comparison: model two is the most stable of them.



Model one:
ORCA calculation (ωB97M-V/def2-TZVPD) on a cluster of 9 separate species, C4H22NO11 in total.

```
38
Properties=species:S:1:pos:R:3:lowdin_charge:R:1
C -2.0787 -0.8027 -0.6649 -0.311
N -0.9535 -0.3375 -0.0670 0.093
C 0.8987 -1.7879 -0.7661 -0.043
C 0.3667 -0.3669 -0.6777 -0.274
C 1.2628 0.6216 0.0626 -0.614
O 0.9512 1.8536 0.0838 -0.072
O 2.3518 0.2232 0.5363 -0.008
O -2.0780 -1.4228 -1.7250 -0.029
H -2.9381 -0.5132 -0.0562 0.142
H -1.0046 0.1888 0.8183 0.095
H 1.8958 -1.8035 -1.2910 0.110
H 0.2567 -2.4743 -1.2829 0.050
H 0.9779 -2.2477 0.2511 0.080
H 0.4000 0.0808 -1.6787 0.113
H -1.0034 -1.4573 -3.2367 0.041
H 0.1880 -1.9929 -3.4810 0.025
O -0.1738 -1.1266 -3.7454 -0.113
H 1.1462 2.8409 -1.9700 0.028
H 0.6903 1.6271 -2.6065 0.001
O 0.5248 2.5750 -2.6643 -0.059
H 1.7866 -1.4603 2.7648 0.006
H 2.8545 -1.3308 1.6407 0.009
O 2.5301 -1.9136 2.3496 -0.082
H 1.5558 1.8751 2.1971 0.012
H 1.7512 0.8476 3.3614 0.028
O 1.5487 1.7645 3.1620 -0.058
H -2.4510 0.5772 -3.6364 0.023
H -2.0690 1.3606 -2.4194 0.017
O -2.7625 1.3074 -3.0890 -0.059
H -0.6594 -1.8799 2.0248 -0.018
H -1.3925 -3.1477 1.7167 0.030
O -0.8737 -2.7391 2.4183 -0.067
H -1.0293 0.6375 3.4008 0.078
H -0.0574 0.8869 2.2376 0.001
O -0.6618 0.2286 2.6137 -0.053
H -0.2773 2.4092 0.8284 -0.029
H -0.5369 3.8849 1.2906 0.021
O -0.9368 3.0142 1.2994 -0.114
```

Computed properties:
* highest occupied orbital energy: -0.242 hartree
* charge: -1
* E_LUMO: 2.8801 eV



Model two:
ORCA calculation (ωB97M-V/def2-TZVPD) on a cluster of 9 separate species, C4H22NO11 in total.

```
38
Properties=species:S:1:pos:R:3:lowdin_charge:R:1
C 2.5007 0.3139 0.5266 -0.320
N 1.2399 -0.0782 0.1574 0.072
C 0.6962 0.9509 -1.9513 -0.054
C 0.6950 -0.3401 -1.1693 -0.260
C -0.8570 -0.7326 -0.8364 -0.585
O -1.0674 -1.8097 -0.2162 -0.061
O -1.7419 -0.0531 -1.3874 -0.024
O 3.2672 0.9333 -0.1951 -0.019
H 2.7234 0.1448 1.6057 0.145
H 0.8953 -0.7428 0.8562 0.119
H 0.2747 0.9194 -2.9834 0.101
H 1.6215 1.5195 -1.9566 0.071
H 0.0003 1.6007 -1.3940 0.071
H 1.0591 -1.2341 -1.6713 0.133
H 2.9743 -0.4061 -2.1398 0.007
H 4.2373 -0.5930 -1.2839 0.030
O 3.7977 -0.8957 -2.0819 -0.054
H 0.1878 -2.8722 0.0519 0.009
H 0.2495 -4.0830 -0.8158 0.045
O 0.7359 -3.7023 -0.0791 -0.096
H -1.9303 3.1337 -0.3872 0.014
H -2.4867 2.1379 -1.3914 0.019
O -2.6733 3.0016 -0.9962 -0.077
H -2.9380 0.4516 -0.1536 0.008
H -3.7502 1.7918 0.0787 0.028
O -3.4498 0.9771 0.5071 -0.094
H 3.3377 -2.2064 -0.7656 -0.024
H 2.4826 -3.3736 -0.2467 -0.008
O 3.2179 -2.7814 0.0051 -0.100
H -1.3771 2.5235 1.9827 0.021
H -0.7515 1.7390 0.8266 0.002
O -0.7653 2.6165 1.2228 -0.060
H -2.1080 1.3170 3.6860 0.035
H -3.2267 1.7690 2.5969 0.015
O -2.7610 1.9687 3.4168 -0.061
H -1.2289 -1.4526 1.7377 0.026
H -1.8713 -0.0418 1.5490 -0.012
O -1.3545 -0.5901 2.1541 -0.061
```

Computed properties:
* highest occupied orbital energy: -0.247 hartree
* charge: -1
* E_LUMO: 3.0826 eV



Result of the stability comparison: model two is the most stable of them.